89
Properties=species:S:1:pos:R:3:forces:R:3 method="wB97M-V/def2-TZVPD" e_tot_ev=-1028293.89561 de_lowest_kcal_mol=0.00 molar_mass_g_mol=1569.34 gap_ev=8.007 charge=+1 lumo_energy_ev=-3.11
C 9.22799 3.48715 0.77782 -0.174 0.426 0.029
C 8.00304 2.69602 1.20200 0.947 0.139 -0.099
N 6.77337 3.09063 0.44816 -0.393 -0.021 -0.666
C 6.18014 1.94028 -0.11242 0.649 0.443 1.005
N 6.24638 1.67064 -1.38699 -0.245 -0.587 0.700
F 6.92136 2.49305 -2.19666 0.149 -0.158 -0.144
N 5.50344 1.24553 0.81194 -1.282 0.023 -0.672
C 4.55134 0.20609 0.39644 0.295 -0.731 -0.036
O 3.62582 0.65544 -0.52792 0.405 1.566 0.873
C 2.47997 1.29486 0.07213 0.473 1.464 0.065
C 5.22271 2.18815 1.96073 1.127 -0.625 0.491
C 5.57982 3.47486 1.22890 -0.384 -0.377 -0.291
S 5.52384 5.07740 2.05804 0.811 0.635 0.906
C 4.24005 5.99077 1.23848 -0.152 0.108 0.128
O 5.13265 4.80803 3.41168 -0.630 -0.383 -0.069
O 6.75532 5.78004 1.86468 0.278 -0.211 -0.471
H 10.00358 3.33312 1.52719 0.149 -0.126 -0.148
H 9.58769 3.20885 -0.21090 0.050 -0.121 0.026
H 9.02006 4.55657 0.75999 -0.131 -0.011 0.067
H 7.88371 2.80960 2.27940 -0.430 0.128 -0.127
H 8.21509 1.63845 1.02126 -0.201 -0.063 0.038
H 5.79752 0.86270 -1.80311 0.054 0.233 -0.543
H 5.12592 -0.60539 -0.05996 -0.004 0.078 -0.172
H 4.09013 -0.23179 1.28205 -0.002 0.218 0.132
H 1.52540 0.85139 -0.17143 0.157 -0.269 -0.337
H 2.54922 1.30105 1.15956 0.136 0.058 0.022
H 2.49559 2.30952 -0.32875 -0.252 0.136 0.286
H 4.24139 2.12996 2.41849 -0.298 -0.117 -0.586
H 5.92421 1.87015 2.73133 0.043 0.596 0.234
H 4.80756 3.51321 0.45178 -0.177 0.596 0.179
H 3.58241 5.34703 0.66214 -0.068 0.028 0.011
H 4.69192 6.76683 0.62773 0.132 -0.185 -0.177
H 3.68969 6.47376 2.04422 -0.089 -0.101 0.026
Br 2.23273 -1.21106 -1.23801 -0.858 -2.756 -0.461
C 1.74122 -3.00562 -0.61974 0.026 0.017 -0.439
C 0.82202 -3.70297 -1.58828 -0.214 -0.038 0.140
Br -0.97254 -2.96743 -1.44970 -0.070 -0.004 -0.140
H 1.29336 -2.88122 0.36060 -0.042 -0.006 -0.010
H 2.68279 -3.54186 -0.52459 0.002 -0.011 -0.052
H 0.72925 -4.76105 -1.35405 0.026 0.012 0.062
H 1.13683 -3.58968 -2.62078 0.024 0.025 -0.001
Br -4.55209 -1.31516 -2.86442 0.164 0.114 -0.066
C -5.34385 -2.81347 -3.81935 -0.016 -0.059 0.189
C -4.29496 -3.77844 -4.29830 -0.007 -0.037 -0.213
Br -3.34076 -3.10157 -5.85110 0.062 0.028 0.073
H -5.93396 -2.39132 -4.62593 0.029 -0.014 -0.041
H -6.00574 -3.29372 -3.10122 0.003 0.012 0.015
H -4.75869 -4.70725 -4.62236 -0.045 0.009 0.023
H -3.54646 -3.98934 -3.54091 -0.025 0.005 0.038
Br -0.12207 -0.80601 -5.70521 0.108 -0.017 0.047
C -0.70956 -0.08681 -4.00009 -0.098 -0.048 -0.215
C -0.48099 1.39901 -3.92193 0.002 -0.053 0.175
Br 1.40876 1.80685 -3.64279 0.035 0.091 0.003
H -0.17546 -0.63221 -3.22895 -0.022 0.039 0.047
H -1.77255 -0.31492 -3.93461 -0.009 0.024 0.003
H -1.00308 1.82325 -3.06744 0.020 -0.021 0.026
H -0.77829 1.92277 -4.82398 0.018 -0.029 -0.034
Br -9.01550 -4.48068 -3.02940 0.054 -0.053 0.042
C -9.57893 -3.81846 -1.28480 -0.124 -0.056 -0.126
C -9.24170 -2.36420 -1.10681 0.053 -0.009 0.188
Br -7.34737 -2.11155 -0.75506 -0.030 -0.032 -0.050
H -9.10758 -4.45604 -0.54387 0.010 0.008 0.012
H -10.65606 -3.96631 -1.25569 -0.007 0.024 -0.006
H -9.75358 -1.95839 -0.23778 -0.006 -0.052 0.028
H -9.48013 -1.76479 -1.97935 -0.010 -0.021 -0.022
Br 7.60418 4.34709 8.36132 0.049 -0.035 -0.027
C 8.14473 5.37835 6.80669 -0.096 -0.044 0.191
C 7.32689 5.02611 5.59466 0.083 0.127 -0.150
Br 7.87920 3.31545 4.83806 -0.001 -0.090 0.168
H 9.20548 5.20049 6.66423 0.006 0.021 -0.043
H 7.98284 6.41948 7.07539 -0.018 0.016 -0.051
H 7.47904 5.75230 4.79954 0.027 -0.012 -0.011
H 6.26723 4.94281 5.80611 -0.003 -0.028 0.018
Br -9.50240 0.65530 0.89714 -0.127 0.110 0.079
C -8.06395 1.40483 1.96674 0.014 -0.008 -0.190
C -7.07330 0.35006 2.38062 0.056 -0.004 0.204
Br -7.75691 -0.76079 3.82035 -0.015 -0.045 -0.062
H -8.52878 1.90207 2.81146 0.016 -0.027 0.037
H -7.58503 2.14402 1.32856 0.027 -0.016 -0.004
H -6.17176 0.81353 2.77528 -0.013 0.043 -0.011
H -6.81505 -0.31810 1.56556 -0.026 0.022 -0.037
Br -12.05494 -7.84704 -0.66605 0.037 0.081 -0.002
C -10.45278 -8.30810 -1.66528 -0.174 -0.094 0.012
C -9.38404 -8.88635 -0.77609 0.144 0.109 -0.077
Br -8.51110 -7.50451 0.27601 0.010 0.013 0.077
H -10.12784 -7.40364 -2.17039 0.051 -0.013 -0.007
H -10.77102 -9.04270 -2.40138 0.027 -0.025 0.008
H -8.59693 -9.33607 -1.37686 -0.008 0.011 -0.026
H -9.76715 -9.61889 -0.07372 -0.059 0.006 -0.013